The following is a quantum chemistry calculation of a cluster of 2 separate species, C4H12 in total at a distorted geometry, from the Open Molecules 2025 dataset.

XYZ file:
```
16
Properties=species:S:1:pos:R:3:forces:R:3:mulliken_charge:R:1
C -1.4216 1.4465 0.2482 0.462 -0.616 0.873 -0.645
C -1.7813 0.2116 1.1730 0.926 2.393 -1.078 -0.733
H -0.5122 1.2801 -0.3128 0.204 -0.055 -0.289 0.084
H -2.2374 1.6118 -0.4530 0.014 0.274 0.101 0.280
H -1.2560 2.3140 0.8911 -0.089 0.156 -0.365 0.277
H -2.2375 0.7602 2.0024 -0.932 -1.190 -0.041 0.324
H -0.8926 -0.2704 1.5747 -0.055 -0.204 -0.267 0.163
H -2.3359 -0.3808 0.4536 -0.547 -0.753 1.080 0.252
C 1.9268 -0.3205 -1.1029 0.370 0.729 0.170 -0.871
C 1.2494 -1.4169 -0.2658 -0.553 -1.547 -1.663 -0.786
H 2.7984 -0.5528 -1.7245 0.547 -0.645 1.091 0.317
H 1.4203 0.1721 -1.9436 -1.203 -0.179 0.745 0.297
H 2.1423 0.4295 -0.3359 0.527 0.418 -0.744 0.235
H 1.6232 -2.4350 -0.4653 0.252 0.378 -0.104 0.319
H 0.1963 -1.5291 -0.5462 -0.016 0.302 0.300 0.200
H 1.3179 -1.3202 0.8070 0.093 0.539 0.191 0.287
```
Positions in Å, forces in eV/Å.

Values from the calculation:
**LUMO energy**: 1.1 eV
**Energy relative to the best compared isomer or geometry (same formula, charge and spin)**: 90.5 kJ/mol
**Multiplicity**: 1
**Kohn-Sham gap**: 12.48 eV
**Calculated total energy**: -159.5505 Ha
**SMILES**: CC.CC
**Molecular weight**: 60.14 g/mol
**Net charge**: 0
**E_HOMO**: -11.33 eV

---

The following is a quantum chemistry calculation of a cluster of 2 separate species, C3H6OS in total at a distorted geometry, from the Open Molecules 2025 dataset.

XYZ file:
```
11
Properties=species:S:1:pos:R:3:forces:R:3:mulliken_charge:R:1
C -0.8881 -0.5792 0.7514 -2.200 1.079 0.179 0.205
C 1.9536 0.3751 -0.9032 0.993 -0.257 0.011 -0.307
C -1.2320 -0.4300 -0.7192 -0.508 -3.929 1.036 -0.917
O -0.3254 -1.4954 1.2741 0.325 0.191 -0.002 -0.433
S 2.6964 -0.8972 -0.1346 0.684 0.846 -0.465 -0.027
H -1.4706 0.2436 1.3280 1.124 -0.853 0.018 0.273
H 1.2249 -0.0882 -1.5732 -0.446 -0.207 0.297 0.164
H -2.3756 -0.7306 -0.7358 2.241 0.996 -0.383 0.311
H -0.6037 -1.2253 -1.2222 -1.020 0.910 0.027 0.187
H -0.9607 0.5340 -1.0149 -0.190 1.574 -0.829 0.384
H 3.8298 -0.2389 0.3381 -1.003 -0.351 0.111 0.162
```
Positions in Å, forces in eV/Å.

Values from the calculation:
**LUMO energy**: -0.3 eV
**Energy relative to the best compared isomer or geometry (same formula, charge and spin)**: 392.8 kJ/mol
**Multiplicity**: 1
**Kohn-Sham gap**: 8.60 eV
**Calculated total energy**: -591.1834 Ha
**Molecular weight**: 90.15 g/mol
**Net charge**: 0
**E_HOMO**: -8.94 eV